Entry from OMol25: a structure of composition C38H31BrIN3O9Sn (the ωB97M-V functional and the def2-TZVPD basis).

Values from the calculation:
- HOMO-LUMO gap: 5.7 eV
- Charge: -2
- Electronic energy: -5394.29744 Eh
- Strongest force on any atom: 1.6 eV/A

Each line ends with the Löwdin charge.
Positions of all 84 atoms, in Å:
Sn -0.3565 -0.2275 -0.6641  1.586
Br 0.1033 -4.0473 0.6330  0.913
C 1.2236 -3.7543 -0.8674  -0.690
C 1.9660 -4.8258 -1.3446  -0.124
C 2.7245 -4.6229 -2.4840  -0.068
C 2.7267 -3.3668 -3.0595  -0.012
C 1.9968 -2.3462 -2.4621  -0.177
N 1.2494 -2.5479 -1.3828  0.072
C 2.1030 -0.9178 -3.0491  -0.687
O 2.8655 -0.7931 -4.0048  -0.009
O 1.4463 -0.0324 -2.4663  -0.185
H 1.9502 -5.7735 -0.8298  0.090
H 3.3027 -5.4380 -2.9000  0.099
H 3.2849 -3.1309 -3.9512  0.107
C 1.3067 -2.0069 3.2132  -0.049
C 2.4206 -2.1644 2.2279  -0.248
C 3.1423 -3.3421 2.1139  -0.093
C 4.1634 -3.4710 1.1886  -0.106
C 4.4807 -2.4063 0.3620  -0.062
C 3.7816 -1.2115 0.4437  -0.218
C 4.1224 -0.0345 -0.4184  -0.023
C 2.7400 -1.1004 1.3724  -0.232
N 1.9407 0.0269 1.3898  0.152
C 2.1522 1.0584 2.0973  -0.248
C 3.3607 1.2303 2.9879  -0.011
C 1.1556 2.1340 2.0722  -0.253
C 1.4037 3.3624 2.9178  -0.009
N 0.1237 1.9759 1.3511  0.152
C -0.9099 2.8949 1.2651  -0.237
C -0.8965 3.8437 0.2368  -0.222
C 0.2628 3.8862 -0.7078  -0.022
C -1.9857 4.6868 0.0974  -0.055
C -3.0643 4.6013 0.9592  -0.086
C -3.0657 3.6576 1.9706  -0.061
C -1.9935 2.7972 2.1449  -0.224
C -1.9774 1.7667 3.2315  -0.021
H 1.0657 -2.9557 3.6856  0.077
H 0.4187 -1.6297 2.7049  0.049
H 1.5655 -1.2823 3.9864  0.079
H 2.8861 -4.1745 2.7541  0.103
H 4.7119 -4.4021 1.1149  0.094
H 5.2760 -2.5057 -0.3655  0.105
H 4.8403 -0.3136 -1.1863  0.083
H 4.5406 0.7741 0.1859  0.075
H 3.2213 0.3410 -0.9054  0.068
H 4.0115 0.3613 2.9093  0.083
H 3.0514 1.3400 4.0262  0.081
H 3.9234 2.1193 2.7031  0.082
H 1.5678 3.0932 3.9600  0.079
H 0.5429 4.0262 2.8579  0.084
H 2.2834 3.8991 2.5630  0.084
H 1.2145 3.8920 -0.1753  0.069
H 0.2048 4.7616 -1.3495  0.079
H 0.2386 2.9896 -1.3284  0.078
H -1.9989 5.4014 -0.7125  0.109
H -3.9110 5.2619 0.8363  0.097
H -3.9179 3.5739 2.6306  0.109
H -2.9488 1.6940 3.7125  0.081
H -1.2374 2.0169 3.9935  0.076
H -1.7107 0.7910 2.8263  0.061
O -5.1853 -3.6276 2.2159  0.073
C -4.2602 -3.0176 1.6941  -0.285
C -3.2178 -2.2190 2.4080  -0.327
O -3.1714 -2.0042 3.6220  0.035
C -2.3102 -1.7331 1.3828  -0.405
C -2.7457 -2.1637 0.0925  -0.379
O -2.1173 -1.8951 -0.9806  -0.147
C -3.9851 -2.9232 0.2240  -0.301
O -4.6942 -3.3871 -0.6670  0.061
O -1.2835 -1.0003 1.5621  -0.214
I -7.9331 0.8063 2.0669  0.761
C -6.2536 1.1608 0.8209  -0.701
C -5.0131 0.7064 1.2161  -0.129
C -3.9272 0.9905 0.4075  -0.020
C -4.0753 1.7161 -0.7623  -0.107
C -5.3393 2.1516 -1.1381  -0.021
C -6.4382 1.8711 -0.3488  -0.165
C -2.8777 2.0778 -1.6336  -0.627
O -3.0264 2.9560 -2.4756  0.018
O -1.8015 1.4477 -1.4048  -0.223
H -4.8803 0.1429 2.1280  0.099
H -2.9424 0.6602 0.6896  0.088
H -5.4402 2.7147 -2.0538  0.112
H -7.4238 2.2019 -0.6407  0.079

***

Entry from OMol25: a structure of composition C38H31BrMgN5O4 (the ωB97M-V functional and the def2-TZVPD basis).

Values from the calculation:
- HOMO-LUMO gap: 7.0 eV
- Charge: -1
- Electronic energy: -4815.76994 Eh
- Strongest force on any atom: 2.7 eV/A

Each line ends with the Löwdin charge.
Positions of all 80 atoms, in Å:
Mg -0.1372 0.3007 0.8225  0.721
C -3.5118 -2.5042 1.2011  -0.045
C -2.3506 -3.4432 0.9643  -0.195
C -2.6321 -4.7727 0.6957  -0.082
C -1.6057 -5.7243 0.5857  -0.113
C -0.2482 -5.3661 0.7536  -0.082
C 0.0795 -4.0233 0.9534  -0.218
C 1.5452 -3.6510 1.0735  -0.061
C -0.9547 -3.0634 1.1709  -0.209
N -0.6858 -1.8078 1.6519  0.059
C -1.0628 -1.6243 2.9437  -0.481
O -1.5736 -2.4554 3.7205  0.008
C -0.7329 -0.3774 3.6217  -0.179
C -0.8996 -0.2950 5.0342  0.040
C -0.6690 0.9728 5.5678  -0.063
C -0.1383 1.9871 4.8339  -0.014
C 0.0199 1.8103 3.4759  -0.148
N -0.2513 0.6143 2.8977  0.110
C 0.4919 2.8778 2.5557  -0.489
O 0.6795 4.0264 2.9764  0.025
N 0.6090 2.4660 1.2659  0.029
C 1.1633 3.4205 0.3995  -0.196
C 2.5677 3.7669 0.4620  -0.207
C 3.6076 3.1137 1.3392  -0.049
C 3.0742 4.7906 -0.3290  -0.081
C 2.1938 5.5226 -1.1525  -0.111
C 0.8234 5.3104 -1.0758  -0.085
C 0.2984 4.2723 -0.3359  -0.214
C -1.1904 4.1094 -0.2228  -0.034
H -3.1489 -1.4501 1.1334  0.067
H -4.2884 -2.7080 0.4577  0.071
H -3.9757 -2.6080 2.2182  0.095
H -3.6655 -5.0446 0.4651  0.103
H -1.8736 -6.8037 0.3921  0.098
H 0.5398 -6.1529 0.6121  0.108
H 2.1830 -4.4475 0.6260  0.075
H 1.7466 -2.7280 0.5496  0.028
H 1.9475 -3.5078 2.1038  0.088
H -1.0999 -1.1973 5.5991  0.113
H -0.8802 1.1764 6.6213  0.108
H 0.0980 2.9498 5.2906  0.123
H 3.3707 2.0545 1.4064  0.044
H 4.5735 3.2876 0.7998  0.077
H 3.7161 3.5325 2.3373  0.079
H 4.1508 5.0042 -0.4062  0.100
H 2.5778 6.2663 -1.8597  0.088
H 0.1704 6.0312 -1.6485  0.121
H -1.6258 5.1336 -0.2540  0.089
H -1.6673 3.6435 -1.0647  0.060
H -1.4586 3.5662 0.7192  0.092
O -3.6221 2.0381 -0.4902  -0.014
C -2.7792 1.1028 -0.4237  -0.596
O -2.1783 0.7213 0.6350  -0.096
C -2.4872 0.3527 -1.7253  -0.156
C -3.2918 0.6554 -2.8705  0.013
C -3.1069 -0.0535 -4.0333  -0.020
C -2.1203 -1.0597 -4.0487  -0.160
C -1.7947 -1.6920 -5.2539  -0.054
C -0.6091 -2.3977 -5.3021  -0.099
C 0.1104 -2.7531 -4.1311  -0.089
C -0.3021 -2.2653 -2.9240  -0.040
C -1.3172 -1.3100 -2.8409  -0.191
N -1.5388 -0.5830 -1.6857  0.177
H -4.1355 1.3545 -2.6924  0.124
H -3.7261 0.0831 -4.9207  0.114
H -2.3061 -1.4460 -6.1975  0.116
H -0.1366 -2.7853 -6.2425  0.109
H 0.9560 -3.4668 -4.2109  0.113
H 0.2682 -2.4755 -2.0084  0.116
Br 3.1722 0.8071 -4.1433  0.749
C 3.1323 0.2538 -2.3272  -0.640
C 4.2015 -0.1616 -1.5745  -0.079
C 3.9565 -0.4654 -0.2186  -0.031
C 2.7029 -0.2470 0.3246  -0.168
N 1.6793 0.1617 -0.3986  0.038
C 1.8496 0.2889 -1.7218  -0.141
H 5.1761 -0.2975 -1.9788  0.101
H 4.7846 -0.7918 0.4032  0.114
H 2.5371 -0.3866 1.3944  0.131
H 1.0258 0.5666 -2.3422  0.094

***

Entry from OMol25: a structure of composition C38H31GeN3O8PbS5 (the ωB97M-V functional and the def2-TZVPD basis).

Values from the calculation:
- HOMO-LUMO gap: 6.0 eV
- Charge: -2
- Electronic energy: -6493.67635 Eh
- Strongest force on any atom: 0.5 eV/A

Each line ends with the Löwdin charge.
Positions of all 87 atoms, in Å:
Pb -1.6230 0.5588 0.6955  1.101
O -3.8714 -0.9673 1.2452  -0.116
C -4.1125 -2.1245 0.9449  -0.235
C -4.0301 -2.7967 -0.3404  -0.116
C -4.5309 -4.0859 -0.3889  0.027
C -4.6211 -4.7986 -1.5756  -0.194
C -4.1871 -4.1956 -2.7837  -0.023
C -3.6590 -2.9495 -2.7719  -0.011
C -3.5194 -2.1624 -1.5561  -0.393
O -3.0048 -1.0362 -1.5921  -0.062
N -5.1685 -6.1037 -1.5807  -0.386
O -5.2857 -6.6930 -2.6569  0.005
O -5.5143 -6.6177 -0.5160  0.008
H -4.4985 -2.7969 1.7418  0.121
H -4.8901 -4.5605 0.5163  0.117
H -4.2930 -4.7619 -3.6987  0.106
H -3.3125 -2.4808 -3.6845  0.106
S -1.4338 3.2445 7.7774  0.408
C -1.4696 2.6605 6.2306  -1.546
S -1.6477 3.6474 4.8252  0.850
C -1.6155 2.3758 3.6112  -1.173
C -1.4606 1.1191 4.0873  -1.172
S -1.3476 -0.3617 3.1955  0.420
S -1.3388 0.9873 5.8361  0.865
S -1.7855 2.8860 1.9524  0.387
O -4.0197 7.0476 -3.5346  -0.046
C -4.3469 6.4846 -2.2796  -0.254
N -5.5573 5.7097 -2.3051  0.095
C -5.6790 4.3458 -2.2820  -0.454
O -6.7715 3.8169 -2.2151  0.076
C -4.4004 3.5759 -2.3877  -0.149
C -3.7707 3.4238 -3.6191  -0.031
C -2.6163 2.6651 -3.6987  -0.035
C -2.1143 2.0851 -2.5402  -0.101
N -2.7215 2.2275 -1.3660  0.011
C -3.8384 2.9351 -1.2889  -0.073
H -3.8629 6.3342 -4.1616  0.070
H -4.4784 7.3367 -1.6145  0.126
H -3.5394 5.8567 -1.9009  0.129
H -6.4322 6.2103 -2.3040  0.143
H -4.1913 3.8842 -4.5079  0.115
H -2.1123 2.5190 -4.6443  0.105
H -1.2018 1.4928 -2.5483  0.085
H -4.2951 3.0103 -0.3063  0.123
O 0.5036 0.3796 -2.2117  -0.020
C 0.7544 -0.1647 -1.1337  -0.759
O 0.8764 0.4157 0.0068  -0.270
C 0.7923 -1.6988 -1.0491  -0.181
C 1.2577 -2.1572 0.3272  -0.235
Ge 2.9349 -1.1910 0.8302  1.071
C 3.0882 -0.0116 2.4071  -0.245
C 3.7822 -0.4215 3.5418  -0.115
C 3.9874 0.4491 4.6046  -0.101
C 3.5143 1.7507 4.5365  -0.102
C 2.8258 2.1737 3.4084  -0.078
C 2.6061 1.2970 2.3560  -0.112
C 4.3006 -2.6393 1.1902  -0.256
C 5.6209 -2.2767 1.4660  -0.126
C 6.6116 -3.2252 1.6680  -0.104
C 6.3069 -4.5781 1.5842  -0.119
C 5.0059 -4.9640 1.3018  -0.108
C 4.0204 -4.0020 1.1146  -0.108
C 3.8746 -0.2754 -0.6572  -0.246
C 4.1074 -0.9429 -1.8571  -0.105
C 4.7503 -0.3183 -2.9160  -0.097
C 5.1799 0.9939 -2.7879  -0.111
C 4.9729 1.6669 -1.5923  -0.094
C 4.3307 1.0347 -0.5373  -0.088
H 1.4341 -2.0977 -1.8376  0.098
H -0.2328 -2.0139 -1.2698  0.109
H 1.4224 -3.2350 0.3519  0.043
H 0.4992 -1.9288 1.0787  0.046
H 4.1715 -1.4314 3.6017  0.088
H 4.5244 0.1108 5.4835  0.092
H 3.6573 2.4241 5.3737  0.094
H 2.4521 3.1893 3.3517  0.103
H 2.0441 1.6213 1.4894  0.089
H 5.8736 -1.2223 1.5275  0.102
H 7.6262 -2.9164 1.8939  0.092
H 7.0797 -5.3243 1.7275  0.089
H 4.7562 -6.0167 1.2300  0.093
H 3.0079 -4.3289 0.9097  0.078
H 3.7824 -1.9730 -1.9660  0.099
H 4.9138 -0.8544 -3.8438  0.094
H 5.6682 1.4910 -3.6181  0.090
H 5.3086 2.6919 -1.4836  0.094
H 4.1760 1.5718 0.3896  0.087

***

For each record above, in turn, the calculated ΔE to the lowest compared entry with this formula, charge and spin values are 27.6; 157.9; 36.2 kJ/mol.